[1]
C5H6N2 in the gas phase in a non-equilibrium geometry, computed with ωB97M-V/def2-TZVPD.

Geometry as XYZ:
```
13
C5H6N2 (ωB97M-V/def2-TZVPD)
C -1.007 1.165 -1.133
C -1.036 0.085 -0.150
N -1.449 -1.065 0.096
C -0.880 -0.338 1.193
C 0.736 -0.979 1.560
N 1.534 -1.486 2.387
C 1.936 -1.291 0.927
H -0.269 2.000 -1.047
H -1.932 1.568 -0.957
H -0.945 0.644 -2.186
H -1.187 0.054 2.143
H 1.983 -2.096 0.182
H 2.739 -0.574 0.613
```

Output
F_max (eV/Å): 6.196
Energy above the lowest of the compared OMol25 structures with the same formula, charge and spin (kcal/mol): 124.1
HOMO energy (eV): -9.4
SMILES string: CC1=N[C@H]1C1=NC1
Total charge: 0

[2]
A molecular structure, C2HN2O5S in a non-equilibrium geometry, computed with ωB97M-V/def2-TZVPD.

Geometry as XYZ:
```
11
C2HN2O5S (ωB97M-V/def2-TZVPD)
C -1.144 0.377 -1.100
C -0.405 0.450 0.081
N -1.785 0.100 -2.038
N -0.891 -0.525 1.003
O -0.864 -0.195 2.178
O 1.846 1.299 -0.772
O -1.047 -1.683 0.582
O 1.414 -1.014 -1.323
O 1.889 -0.422 0.985
S 1.456 -0.048 -0.320
H -0.470 1.661 0.725
```

Output
F_max (eV/Å): 5.194
Energy above the lowest of the compared OMol25 structures with the same formula, charge and spin (kcal/mol): 12.0
HOMO energy (eV): -6.3
Total charge: -1

[3]
A molecular structure, C52H47F5N3O5P2STeTl in a non-equilibrium geometry, computed with ωB97M-V/def2-TZVPD.

Geometry as XYZ:
```
117
C52H47F5N3O5P2STeTl (ωB97M-V/def2-TZVPD)
Tl -1.162 0.410 -0.163
O 0.058 -3.869 -0.746
S 0.497 -2.536 -0.283
C 2.191 -2.378 -0.908
C 2.896 -3.542 -1.168
C 4.222 -3.481 -1.552
C 4.823 -2.243 -1.712
C 4.081 -1.085 -1.575
C 2.745 -1.128 -1.169
P 1.659 0.357 -1.314
C 2.381 0.982 -2.885
C 2.638 2.329 -3.113
C 3.086 2.765 -4.348
C 3.279 1.870 -5.383
C 3.045 0.522 -5.164
C 2.602 0.084 -3.933
C 2.283 1.605 -0.033
C 3.749 1.913 0.069
C 4.124 3.014 0.703
C 3.083 3.937 1.275
C 1.971 4.023 0.259
C 1.581 2.916 -0.350
C 0.940 -2.978 1.445
C 2.068 -3.709 1.778
C 2.222 -4.214 3.057
C 1.247 -3.984 4.012
C 0.133 -3.233 3.692
C -0.044 -2.734 2.402
P -1.425 -1.599 1.972
C -3.012 -2.451 2.327
C -4.035 -2.221 1.411
C -5.300 -2.740 1.628
C -5.556 -3.478 2.770
C -4.547 -3.693 3.695
C -3.281 -3.183 3.479
C -1.317 -0.479 3.415
C -0.103 -0.182 4.030
C -0.046 0.775 5.026
C -1.187 1.458 5.406
C -2.394 1.177 4.786
C -2.460 0.219 3.794
H 2.372 -4.483 -1.089
H 4.779 -4.388 -1.731
H 5.863 -2.180 -1.994
H 4.542 -0.143 -1.833
H 2.507 3.047 -2.319
H 3.283 3.816 -4.495
H 3.627 2.215 -6.344
H 3.214 -0.189 -5.960
H 2.448 -0.973 -3.779
H 4.467 1.229 -0.348
H 5.164 3.285 0.808
H 3.517 4.923 1.453
H 1.497 4.976 0.094
H 0.741 2.905 -1.031
H 2.837 -3.890 1.045
H 3.106 -4.781 3.306
H 1.363 -4.374 5.012
H -0.591 -3.014 4.460
H -3.843 -1.606 0.545
H -6.088 -2.552 0.915
H -6.543 -3.873 2.950
H -4.754 -4.249 4.598
H -2.523 -3.351 4.226
H 0.800 -0.702 3.746
H 0.899 0.988 5.505
H -1.139 2.205 6.184
H -3.287 1.710 5.072
H -3.399 0.008 3.304
C -0.994 -0.708 -5.234
C -0.537 -0.246 -3.874
N 0.092 -0.934 -3.005
O 0.447 -2.226 -3.246
C -0.889 1.118 -3.497
C -1.008 2.211 -4.500
N -1.190 1.325 -2.267
O -1.634 2.540 -1.926
H -1.249 -1.770 -5.244
H -0.209 -0.532 -5.973
H -1.875 -0.144 -5.529
H 0.068 -2.555 -4.083
H -0.653 1.925 -5.482
H -0.439 3.061 -4.125
H -2.050 2.532 -4.552
C -3.907 -1.727 -2.430
C -2.671 -2.274 -1.792
N -2.407 -3.574 -1.898
O -1.854 -1.571 -1.182
H -4.657 -2.498 -2.588
H -3.645 -1.281 -3.387
H -4.311 -0.906 -1.834
H -3.040 -4.228 -2.319
H -1.518 -3.877 -1.477
C 3.170 2.100 3.040
C 2.805 0.997 2.407
C 1.741 1.073 1.351
C 0.656 2.007 1.820
C -0.663 1.861 1.443
C -1.638 2.738 1.871
C -1.265 3.811 2.668
C 0.068 4.033 2.966
C 1.036 3.143 2.537
C 2.518 3.400 2.658
H 3.921 2.105 3.813
H 3.233 0.032 2.628
H 1.310 0.070 1.200
H -2.670 2.636 1.569
H -2.021 4.507 2.992
H 0.360 4.921 3.508
H 2.701 4.162 3.419
F -2.801 3.923 -0.413
Te -3.648 2.344 -1.305
F -5.455 1.691 -1.785
F -4.060 3.775 -2.552
F -4.879 2.985 0.107
F -3.561 1.396 -3.096
O -3.323 0.861 -0.336
```

Output
F_max (eV/Å): 5.984
HOMO energy (eV): -7.9
Total charge: 0

[4]
C10H10 in the gas phase in a non-equilibrium geometry, computed with ωB97M-V/def2-TZVPD.

Geometry as XYZ:
```
20
C10H10 (ωB97M-V/def2-TZVPD)
C 0.632 0.941 -0.442
C 1.519 -0.232 -0.222
C 1.055 1.977 -1.371
C 2.425 0.065 0.824
C -0.742 0.375 -0.876
C 0.828 -1.550 -0.613
C -0.630 -1.179 -0.527
C 1.114 2.782 -2.216
C 1.204 0.697 1.026
C 0.331 0.642 2.261
H -1.522 0.772 -0.207
H -0.970 0.697 -1.833
H 1.118 -1.642 -1.650
H 1.201 -2.400 -0.022
H -0.875 -1.238 0.531
H -1.417 -1.794 -1.057
H 1.402 3.614 -2.879
H -0.544 1.225 1.935
H 0.698 0.926 3.260
H 0.026 -0.436 2.369
```

Output
F_max (eV/Å): 5.293
Energy above the lowest of the compared OMol25 structures with the same formula, charge and spin (kcal/mol): 85.6
HOMO energy (eV): -8.7
Total charge: 0

Question: What is the formula in the first record?
Answer: C5H6N2

Question: Look up the F_max of the first one.
Answer: 6.196 eV/Å